C5H10N4O2S | ωB97M-V with the def2-TZVPD basis set

Each atom is followed by the atoms it is bonded to, with distances in Å.
Positions of all 22 atoms, in Å:
1 C -1.4454 1.6449 -1.1630  N2 1.443, H13 1.159, H14 1.163, H15 1.108
2 N -0.1865 2.2185 -0.7513  C1 1.443, S3 1.642, H16 0.943
3 S 1.1170 1.2325 -0.9131  N2 1.642, O4 1.396, O5 1.420, C6 2.237
4 O 2.2094 1.9317 -0.3960  S3 1.396
5 O 1.2092 0.7235 -2.2355  S3 1.420
6 C 0.6627 -0.6565 0.1948  S3 2.237, C7 1.357, N11 1.385
7 C 0.1013 -1.7697 -0.3404  C6 1.357, N8 1.405, C9 1.464
8 N 0.1217 -2.2247 -1.6694  C7 1.405, H17 1.052, H18 1.047
9 C -0.5607 -2.4093 0.7977  C7 1.464, N10 1.366, H19 1.141
10 N -0.2551 -1.7650 1.9629  C9 1.366, N11 1.353
11 N 0.4612 -0.6888 1.5646  C6 1.385, N10 1.353, C12 1.465
12 C 0.7982 0.3760 2.5127  N11 1.465, H20 1.050, H21 1.039, H22 1.079
13 H -1.9453 2.2285 -2.0306  C1 1.159
14 H -1.1813 0.5933 -1.5851  C1 1.163
15 H -2.1761 1.5558 -0.3342  C1 1.108
16 H -0.2142 2.8433 -0.0453  N2 0.943
17 H -0.8218 -2.4187 -2.0926  N8 1.052
18 H 0.6566 -1.6435 -2.3569  N8 1.047
19 H -1.1253 -3.4005 0.7930  C9 1.141
20 H 0.4483 1.2200 1.9945  C12 1.050
21 H 0.2731 0.0735 3.3569  C12 1.039
22 H 1.8529 0.3352 2.7361  C12 1.079

Calculated values
Highest occupied orbital energy ... -8.3 eV
Total charge ... 0
HOMO-LUMO gap ... 8.40 eV
Electronic energy ... -26234.2920 eV
2S+1 ... 1
LUMO level ... 0.109 eV

Results of the Löwdin charge analysis, in e, for atoms 1 through 2: -0.135 -0.187



C5H10N5 | ωB97M-V with the def2-TZVPD basis set

Each atom is followed by the atoms it is bonded to, with distances in Å.
Positions of all 20 atoms, in Å:
1 H 3.1816 -3.4028 -0.8541  N2 1.087
2 N 3.1294 -2.4406 -1.3576  H1 1.087, C3 1.223
3 C 2.2117 -1.6326 -1.3478  N2 1.223, N4 1.416, N7 1.471
4 N 2.2718 -0.3974 -2.0383  C3 1.416, N5 1.202
5 N 1.4072 0.3802 -1.7356  N4 1.202, N6 1.468
6 N 0.5350 -0.2106 -0.7136  N5 1.468, N7 1.376, C8 1.506, C10 1.485
7 N 0.9273 -1.5275 -0.6381  C3 1.471, N6 1.376, H12 0.979
8 C 0.2315 0.7008 0.4468  N6 1.506, C9 1.534, C10 1.483, H13 1.085
9 C 0.8224 2.1161 0.4413  C8 1.534, H14 1.033, H15 1.113, H16 1.071
10 C -0.8539 0.2459 -0.4561  N6 1.485, C8 1.483, C11 1.484, H17 1.234
11 C -1.8838 -0.7680 -0.1186  C10 1.484, H18 1.101, H19 1.037, H20 1.058
12 H 0.6336 -1.8456 0.2405  N7 0.979
13 H 0.2832 0.2880 1.4490  C8 1.085
14 H 1.0825 2.6997 -0.3702  C9 1.033
15 H 1.7167 1.9360 1.0788  C9 1.113
16 H 0.0733 2.6632 0.9757  C9 1.071
17 H -1.3075 1.1596 -1.1501  C10 1.234
18 H -1.4372 -1.4494 0.6220  C11 1.101
19 H -2.1394 -1.2634 -0.9934  C11 1.037
20 H -2.7021 -0.2440 0.3006  C11 1.058

Calculated values
Highest occupied orbital energy ... -14.5 eV
Total charge ... +1
HOMO-LUMO gap ... 9.73 eV
Electronic energy ... -12785.7312 eV
2S+1 ... 1
LUMO level ... -4.792 eV

Results of the Löwdin charge analysis, in e, for atoms 1 through 2: 0.151 0.217



C5H10NO | ωB97M-V with the def2-TZVPD basis set

Each atom is followed by the atoms it is bonded to, with distances in Å.
Positions of all 17 atoms, in Å:
1 N -1.0209 -1.2538 0.6509  C5 1.444
2 C -1.3159 1.2921 1.0628  C3 1.532, H8 1.124, H9 1.141, H10 1.196
3 C 0.0539 1.4762 0.4019  C2 1.532, C4 1.548, H11 1.052, H12 1.074
4 C 0.2172 0.3218 -0.6157  C3 1.548, C5 1.536, H13 1.106, H14 1.011
5 C 0.3057 -1.0165 0.1332  N1 1.444, C4 1.536, C6 1.549, H15 1.126
6 C 0.8437 -1.9885 -0.9458  C5 1.549, O7 1.371, H16 1.064, H17 1.069
7 O 1.9309 -1.5224 -1.6378  C6 1.371
8 H -2.0923 0.9587 0.3209  C2 1.124
9 H -1.1166 0.4606 1.8188  C2 1.141
10 H -1.6942 2.3710 1.4150  C2 1.196
11 H 0.7450 1.4009 1.1920  C3 1.052
12 H 0.1720 2.4151 -0.1066  C3 1.074
13 H 1.1961 0.5019 -1.0988  C4 1.106
14 H -0.4457 0.4006 -1.3756  C4 1.011
15 H 1.0528 -0.8235 0.9529  C5 1.126
16 H 0.1216 -2.0821 -1.7215  C6 1.064
17 H 1.0468 -2.9121 -0.4468  C6 1.069

Calculated values
Highest occupied orbital energy ... -3.0 eV
Total charge ... -1
HOMO-LUMO gap ... 6.35 eV
Electronic energy ... -8879.3033 eV
2S+1 ... 1
LUMO level ... 3.339 eV

Results of the Löwdin charge analysis, in e, for atoms 1 through 2: 0.098 -0.176